{"formula": "C81H171N9O9", "method": "ωB97M-V/def2-TZVPD", "elements": ["C", "C", "C", "C", "C", "C", "N", "O", "C", "C", "C", "H", "H", "H", "H", "H", "H", "H", "H", "H", "H", "H", "H", "H", "H", "H", "H", "H", "H", "H", "C", "C", "C", "C", "C", "C", "N", "O", "C", "C", "C", "H", "H", "H", "H", "H", "H", "H", "H", "H", "H", "H", "H", "H", "H", "H", "H", "H", "H", "H", "C", "C", "C", "C", "C", "C", "N", "O", "C", "C", "C", "H", "H", "H", "H", "H", "H", "H", "H", "H", "H", "H", "H", "H", "H", "H", "H", "H", "H", "H", "C", "C", "C", "C", "C", "C", "N", "O", "C", "C", "C", "H", "H", "H", "H", "H", "H", "H", "H", "H", "H", "H", "H", "H", "H", "H", "H", "H", "H", "H", "C", "C", "C", "C", "C", "C", "N", "O", "C", "C", "C", "H", "H", "H", "H", "H", "H", "H", "H", "H", "H", "H", "H", "H", "H", "H", "H", "H", "H", "H", "C", "C", "C", "C", "C", "C", "N", "O", "C", "C", "C", "H", "H", "H", "H", "H", "H", "H", "H", "H", "H", "H", "H", "H", "H", "H", "H", "H", "H", "H", "C", "C", "C", "C", "C", "C", "N", "O", "C", "C", "C", "H", "H", "H", "H", "H", "H", "H", "H", "H", "H", "H", "H", "H", "H", "H", "H", "H", "H", "H", "C", "C", "C", "C", "C", "C", "N", "O", "C", "C", "C", "H", "H", "H", "H", "H", "H", "H", "H", "H", "H", "H", "H", "H", "H", "H", "H", "H", "H", "H", "C", "C", "C", "C", "C", "C", "N", "O", "C", "C", "C", "H", "H", "H", "H", "H", "H", "H", "H", "H", "H", "H", "H", "H", "H", "H", "H", "H", "H", "H"], "xyz": [[-0.1182, 4.0988, 22.3322], [-1.0911, 5.3345, 22.1933], [-0.7677, 5.9863, 20.8151], [-1.8960, 7.0011, 20.4758], [-3.3087, 6.4078, 20.6243], [-3.6615, 5.7691, 21.9749], [-2.5494, 4.8251, 22.3798], [-2.8339, 3.9740, 23.4506], [-4.0375, 6.8522, 23.0217], [-4.8793, 4.8622, 21.6961], [-0.8661, 6.3071, 23.3929], [0.9316, 4.3838, 22.2630], [-0.3702, 3.2022, 21.7658], [-0.2254, 3.7299, 23.3522], [0.2565, 6.3581, 20.8452], [-0.6793, 5.1575, 20.1127], [-1.6573, 7.3428, 19.4687], [-1.8007, 7.9549, 20.9948], [-3.3211, 5.8221, 19.7051], [-4.0586, 7.1917, 20.5180], [-5.0815, 7.1512, 22.9281], [-4.0870, 6.3723, 23.9991], [-3.4483, 7.7659, 23.0996], [-4.6893, 3.9360, 21.1536], [-5.4159, 4.5352, 22.5868], [-5.7281, 5.2721, 21.1487], [-1.3742, 6.0236, 24.3146], [-1.1376, 7.3375, 23.1634], [0.1919, 6.3970, 23.6390], [-3.0844, 3.1355, 23.0558], [1.4432, 2.2262, 19.7903], [2.4542, 2.4130, 18.6489], [1.5498, 2.7533, 17.4266], [2.3565, 3.2904, 16.2013], [3.1496, 4.4306, 16.7437], [4.1066, 4.1706, 17.9868], [3.3842, 3.5434, 19.0524], [4.0758, 3.3011, 20.2638], [5.3881, 3.4027, 17.4515], [4.5248, 5.5986, 18.4835], [3.2609, 1.0474, 18.4316], [1.8556, 1.6433, 20.6138], [0.5279, 1.7838, 19.3970], [1.1045, 3.1607, 20.2378], [1.0058, 1.8667, 17.1007], [0.8554, 3.5161, 17.7787], [1.8479, 3.4910, 15.2584], [3.0623, 2.5569, 15.8117], [2.5402, 5.3289, 16.8430], [3.7736, 4.8442, 15.9514], [5.2832, 2.4613, 16.9121], [6.0058, 3.9691, 16.7546], [5.8883, 3.1332, 18.3817], [4.6752, 6.3747, 17.7330], [3.6688, 6.0343, 18.9988], [5.4203, 5.5555, 19.1035], [2.4851, 0.3985, 18.0250], [3.6854, 0.7225, 19.3815], [4.0746, 1.1360, 17.7118], [3.9155, 4.1533, 20.6759], [-7.6645, 2.8324, 23.3859], [-8.8160, 3.7265, 23.7449], [-8.2496, 5.1356, 23.7721], [-9.2204, 6.3471, 23.7863], [-10.2250, 6.0965, 22.6432], [-10.9438, 4.7282, 22.6245], [-9.8833, 3.6545, 22.6935], [-10.3240, 2.4036, 22.4361], [-11.9277, 4.6819, 23.8552], [-11.7379, 4.7049, 21.2459], [-9.3438, 3.2758, 25.1119], [-6.7898, 3.0967, 23.9801], [-7.3278, 2.8681, 22.3498], [-7.8365, 1.7711, 23.5657], [-7.5955, 5.3313, 24.6218], [-7.7563, 5.3095, 22.8158], [-8.6912, 7.2962, 23.7013], [-9.7360, 6.3850, 24.7459], [-9.8177, 6.3643, 21.6682], [-10.9691, 6.8830, 22.7688], [-12.3253, 3.7343, 24.2185], [-11.4750, 5.1174, 24.7459], [-12.7945, 5.2920, 23.6011], [-12.2879, 5.6386, 21.1283], [-11.0175, 4.7496, 20.4291], [-12.5689, 4.0268, 21.0521], [-8.6068, 3.0364, 25.8785], [-10.1551, 2.5572, 24.9962], [-10.0631, 3.9355, 25.5973], [-10.2032, 2.2424, 21.4975], [-13.0177, -3.5695, 13.7347], [-11.9546, -2.5226, 13.5073], [-12.3108, -1.2395, 14.3342], [-12.3180, -1.1918, 15.8346], [-10.8682, -1.5792, 16.1403], [-10.2418, -2.9033, 15.4730], [-10.6553, -2.8993, 14.0467], [-9.9871, -3.8295, 13.2617], [-8.7011, -2.7103, 15.6574], [-10.6878, -4.2054, 16.1308], [-11.8234, -2.1377, 12.0300], [-12.8040, -4.5248, 13.2553], [-13.8883, -3.2321, 13.1722], [-13.3099, -3.8072, 14.7575], [-11.6154, -0.4664, 14.0073], [-13.2925, -0.9713, 13.9435], [-12.9052, -2.0343, 16.1997], [-12.6922, -0.3017, 16.3403], [-10.5957, -1.6192, 17.1950], [-10.2449, -0.7216, 15.8870], [-8.4885, -1.6705, 15.4092], [-8.3341, -2.8545, 16.6736], [-8.1224, -3.2671, 14.9204], [-10.5130, -4.1770, 17.2064], [-11.7288, -4.4794, 15.9598], [-10.0841, -5.0362, 15.7654], [-11.0380, -1.4180, 11.7991], [-12.7497, -1.7514, 11.6047], [-11.6386, -3.0484, 11.4604], [-9.4361, -3.2936, 12.6865], [-1.6159, -0.3579, 21.1949], [-0.9074, -0.9392, 22.4494], [0.3377, -1.6730, 22.0140], [1.1940, -2.1692, 23.1891], [1.6696, -0.9723, 23.8760], [0.5024, 0.0183, 24.3194], [-0.4697, 0.1576, 23.2901], [-1.4534, 1.1043, 23.6170], [-0.0159, -0.4563, 25.7013], [1.2073, 1.4407, 24.3890], [-1.7799, -2.0897, 23.0915], [-1.9979, -1.0908, 20.4843], [-1.0162, 0.2983, 20.5641], [-2.5011, 0.2074, 21.4862], [0.0750, -2.5173, 21.3766], [0.9510, -1.0493, 21.3635], [2.1150, -2.6396, 22.8449], [0.7037, -2.8419, 23.8928], [2.4225, -0.4249, 23.3089], [2.1585, -1.3261, 24.7836], [-0.8229, 0.2171, 25.9901], [-0.4141, -1.4710, 25.7118], [0.6312, -0.2351, 26.5501], [0.5320, 2.2356, 24.7056], [1.9284, 1.6207, 25.1863], [1.7079, 1.7099, 23.4589], [-2.8236, -1.7830, 23.1603], [-1.3645, -2.4077, 24.0478], [-1.7142, -2.9779, 22.4631], [-1.1381, 1.9431, 23.2726], [-5.3103, 4.0031, 11.1387], [-6.3355, 4.1946, 12.2527], [-7.4439, 5.0815, 11.5906], [-8.2369, 4.3732, 10.4823], [-8.9101, 3.1315, 11.1641], [-7.9679, 2.1509, 11.8816], [-7.0412, 2.9467, 12.7100], [-6.1268, 2.1948, 13.3675], [-8.6876, 1.1584, 12.7465], [-7.2626, 1.3511, 10.7612], [-5.7730, 4.8869, 13.4808], [-5.7096, 3.7407, 10.1590], [-4.7864, 3.0779, 11.3789], [-4.6301, 4.8543, 11.1674], [-8.1697, 5.4622, 12.3092], [-6.9626, 5.9247, 11.0951], [-7.8042, 4.1240, 9.5134], [-8.9687, 5.1211, 10.1767], [-9.4060, 2.5661, 10.3752], [-9.7039, 3.4454, 11.8420], [-8.0617, 0.5678, 13.4155], [-9.3667, 1.5693, 13.4936], [-9.2226, 0.4206, 12.1485], [-7.9130, 0.6359, 10.2576], [-6.8380, 2.0126, 10.0061], [-6.3794, 0.8579, 11.1671], [-5.3666, 5.8600, 13.2050], [-5.0708, 4.2716, 14.0434], [-6.6041, 4.9566, 14.1826], [-6.4542, 2.3177, 14.2615], [-12.3897, -3.0969, 19.8113], [-11.5760, -2.0632, 20.7544], [-12.5357, -1.4877, 21.8720], [-11.8870, -0.8259, 23.0321], [-10.7990, -1.7307, 23.6401], [-9.8290, -2.3591, 22.5787], [-10.5480, -2.8520, 21.3256], [-9.6902, -3.3715, 20.3878], [-8.6682, -1.3726, 22.2441], [-9.3079, -3.5141, 23.4184], [-11.0982, -0.8897, 19.9102], [-12.6350, -3.8936, 20.5136], [-11.8105, -3.6051, 19.0403], [-13.3175, -2.6078, 19.5145], [-13.1329, -0.6785, 21.4517], [-13.1659, -2.2483, 22.3329], [-12.5688, -0.4965, 23.8161], [-11.3646, 0.0758, 22.7127], [-11.4408, -2.4462, 24.1541], [-10.3174, -1.1708, 24.4418], [-8.9709, -0.6923, 21.4481], [-8.2816, -0.8902, 23.1418], [-7.8174, -1.9069, 21.8213], [-8.7672, -3.2240, 24.3193], [-10.0695, -4.1859, 23.8143], [-8.6443, -4.2320, 22.9364], [-10.0975, -1.0047, 19.4937], [-11.0778, 0.0290, 20.4964], [-11.7247, -0.7184, 19.0349], [-9.1034, -2.6220, 20.2635], [-7.0790, 1.1549, 19.8246], [-6.4844, 1.4666, 18.4508], [-7.0261, 2.8137, 18.0466], [-6.2578, 3.5386, 16.9500], [-4.8527, 3.7301, 17.5491], [-4.0365, 2.3679, 17.8464], [-4.9664, 1.5104, 18.6818], [-4.4665, 0.2983, 18.9421], [-3.5510, 1.6819, 16.5816], [-2.7222, 2.7503, 18.7139], [-6.8834, 0.4211, 17.3788], [-6.7541, 1.8602, 20.5894], [-6.7362, 0.1507, 20.0739], [-8.1498, 1.3508, 19.7692], [-8.1009, 2.7218, 17.8898], [-7.0980, 3.5113, 18.8811], [-6.8044, 4.4086, 16.5861], [-6.2280, 2.9559, 16.0293], [-4.8894, 4.3489, 18.4456], [-4.2198, 4.2322, 16.8173], [-3.0872, 0.7071, 16.7324], [-4.3996, 1.5356, 15.9134], [-2.7992, 2.2947, 16.0842], [-1.9103, 3.2647, 18.1997], [-3.0100, 3.3857, 19.5515], [-2.2885, 1.8655, 19.1799], [-7.8785, 0.5694, 16.9594], [-6.8769, -0.5519, 17.8700], [-6.1573, 0.2788, 16.5784], [-4.2542, 0.3321, 19.8777], [-12.3569, 2.4988, 13.1328], [-12.3762, 3.6620, 14.1483], [-13.7407, 4.3381, 14.1514], [-14.0216, 5.2980, 15.2944], [-13.7718, 4.5314, 16.6488], [-12.4020, 3.7796, 16.7736], [-12.1258, 3.0588, 15.5073], [-11.0461, 2.3222, 15.7134], [-11.2935, 4.7828, 17.1138], [-12.5930, 2.8667, 17.9779], [-11.3606, 4.8389, 13.7720], [-11.3701, 2.1215, 12.8647], [-12.8923, 2.7367, 12.2137], [-12.8870, 1.6247, 13.5110], [-14.1485, 4.7561, 13.2310], [-14.4939, 3.5560, 14.2457], [-15.0923, 5.5023, 15.3041], [-13.4413, 6.2183, 15.2281], [-14.6754, 3.9230, 16.6874], [-13.8667, 5.2567, 17.4569], [-10.5028, 4.3557, 17.7308], [-10.6733, 5.2085, 16.3249], [-11.5944, 5.7190, 17.5840], [-11.6954, 2.3024, 18.2306], [-13.0444, 3.4150, 18.8048], [-13.3049, 2.0686, 17.7673], [-10.3353, 4.4879, 13.8888], [-11.3563, 5.7745, 14.3314], [-11.5708, 5.1585, 12.7514], [-10.3603, 2.9922, 15.7596]], "lowdin_charge": [-0.046, -0.407, -0.115, -0.173, -0.132, -0.458, -0.114, -0.008, -0.025, -0.053, -0.032, 0.090, 0.070, 0.049, 0.119, 0.100, 0.103, 0.098, 0.102, 0.121, 0.073, 0.081, 0.075, 0.070, 0.053, 0.082, 0.084, 0.064, 0.075, 0.091, -0.050, -0.434, -0.122, -0.176, -0.166, -0.470, -0.132, 0.005, -0.027, -0.038, 0.000, 0.076, 0.068, 0.051, 0.114, 0.108, 0.111, 0.103, 0.113, 0.112, 0.053, 0.079, 0.076, 0.077, 0.077, 0.078, 0.078, 0.076, 0.050, 0.095, -0.046, -0.491, -0.142, -0.160, -0.157, -0.414, -0.129, -0.018, -0.027, -0.033, -0.026, 0.089, 0.062, 0.079, 0.126, 0.105, 0.109, 0.096, 0.115, 0.112, 0.080, 0.054, 0.077, 0.075, 0.069, 0.069, 0.091, 0.080, 0.059, 0.093, -0.035, -0.506, -0.155, -0.156, -0.126, -0.430, -0.137, -0.013, -0.021, -0.025, -0.024, 0.088, 0.082, 0.071, 0.104, 0.115, 0.102, 0.108, 0.088, 0.092, 0.057, 0.082, 0.076, 0.067, 0.068, 0.085, 0.075, 0.086, 0.082, 0.098, -0.024, -0.477, -0.151, -0.194, -0.159, -0.453, -0.111, -0.009, -0.023, -0.026, -0.006, 0.089, 0.062, 0.066, 0.117, 0.119, 0.118, 0.111, 0.115, 0.119, 0.074, 0.070, 0.081, 0.062, 0.080, 0.075, 0.080, 0.056, 0.081, 0.043, -0.028, -0.487, -0.138, -0.162, -0.117, -0.497, -0.121, -0.030, -0.034, -0.027, -0.028, 0.065, 0.083, 0.089, 0.111, 0.115, 0.101, 0.103, 0.117, 0.084, 0.082, 0.065, 0.080, 0.085, 0.062, 0.085, 0.093, 0.076, 0.074, 0.072, -0.002, -0.475, -0.129, -0.211, -0.134, -0.423, -0.136, 0.009, -0.019, -0.067, -0.036, 0.074, 0.055, 0.077, 0.121, 0.122, 0.119, 0.083, 0.111, 0.119, 0.054, 0.086, 0.078, 0.087, 0.081, 0.079, 0.066, 0.065, 0.074, 0.067, -0.027, -0.464, -0.171, -0.161, -0.093, -0.405, -0.134, -0.014, -0.039, -0.010, -0.008, 0.064, 0.081, 0.083, 0.108, 0.115, 0.107, 0.075, 0.096, 0.109, 0.085, 0.062, 0.083, 0.070, 0.046, 0.053, 0.078, 0.073, 0.076, 0.092, -0.017, -0.423, -0.176, -0.168, -0.119, -0.472, -0.151, -0.001, -0.033, -0.040, -0.027, 0.050, 0.088, 0.075, 0.122, 0.118, 0.108, 0.101, 0.114, 0.108, 0.066, 0.065, 0.089, 0.075, 0.074, 0.084, 0.059, 0.063, 0.084, 0.084], "total_charge": 0, "e_above_lowest_kcal_mol": 201.7, "homo_ha": -0.2811, "lumo_energy_ev": 0.3474}